Record 1
A molecular structure, C22H29F15K2O12Pb at a distorted geometry, computed with wB97M-V/def2-TZVPD.

CARTESIAN COORDINATES (ANGSTROEM)
F -8.36918 -23.62411 9.90355
H -10.97987 -20.12557 9.93159
H -12.55984 -19.96868 9.22281
H -12.31793 -23.35698 14.50023
C -9.89763 -24.83476 17.51164
C -13.34969 -18.96055 11.87431
C -20.74902 -19.83366 9.76955
H -9.96451 -18.68936 12.79220
Pb -15.99564 -20.11694 13.09634
O -11.50036 -24.44438 8.56451
H -19.51926 -18.07223 9.74808
C -16.56567 -15.60852 8.57330
C -10.65431 -23.87949 9.18409
H -20.59184 -20.88643 10.00013
O -10.79889 -22.73552 9.85622
C -13.39771 -17.30622 7.96754
C -11.69360 -20.63360 9.28131
H -11.26290 -23.27438 12.16150
F -18.51841 -16.64753 7.87881
O -13.74163 -21.04559 13.28801
H -13.56763 -19.41073 10.89487
H -13.90057 -15.53672 9.00322
C -19.41102 -19.13862 9.94766
O -9.73040 -18.40917 15.27961
K -16.63461 -16.39187 12.33802
O -11.39655 -22.97490 17.05853
H -8.50642 -18.12032 10.85791
C -17.27983 -20.07345 9.47435
H -7.67278 -17.98665 12.44050
H -21.04736 -19.73938 8.72607
H -8.15438 -16.58203 11.53617
H -10.96403 -24.85987 12.80134
H -21.49611 -19.34604 10.39088
O -15.56947 -16.24220 7.98290
H -10.51984 -17.30074 11.83643
F -9.18624 -25.61335 9.79274
F -10.20887 -15.81213 16.54404
H -12.23892 -19.68294 13.57331
F -15.15610 -20.25086 8.60668
K -13.70544 -21.29920 16.17824
C -14.38013 -16.48512 8.74920
H -12.05843 -20.67641 12.19422
H -12.55901 -22.03285 10.73243
H -10.89042 -22.27584 14.50246
C -17.80850 -15.52624 7.66420
H -13.81286 -18.25608 7.62860
C -12.82217 -20.12236 12.74988
F -8.80839 -24.50640 7.96198
C -10.80584 -23.79734 12.99652
O -9.72634 -16.77757 13.69371
H -14.69470 -16.95201 9.68721
C -8.47120 -17.59045 11.81001
H -13.03621 -16.77273 7.08953
C -9.78325 -17.63886 12.56471
C -10.75546 -23.88960 16.63358
O -18.44143 -19.68931 9.01904
F -18.53895 -14.48005 8.01684
O -16.85719 -19.92797 10.60538
F -8.55072 -15.12607 15.30221
C -9.20635 -24.40848 9.22787
H -9.71860 -23.72194 12.93145
C -11.23552 -23.30252 14.36455
F -17.51949 -15.43379 6.37632
C -9.54780 -17.29133 14.90389
C -16.38436 -20.72175 8.40380
H -12.72940 -22.50431 9.07289
H -19.07334 -19.22319 10.98076
H -12.56324 -18.22492 11.70955
F -8.27308 -16.69348 16.78451
C -12.04078 -22.03003 9.77234
O -14.54094 -18.30611 12.23737
H -11.29856 -20.65061 8.26587
O -16.65275 -15.35241 9.74584
O -10.59323 -24.14324 15.33331
C -9.09616 -16.18063 15.87364
F -16.79508 -20.36169 7.19267
F -10.63350 -25.80635 18.04765
H -12.54275 -17.53861 8.60335
F -16.43900 -22.04098 8.47474
F -8.85852 -25.33601 16.87265
F -9.41704 -24.10196 18.51647

Cartesian forces (eV/Å) of the 6 atoms listed first:
-0.015 0.096 -0.084
0.158 -0.187 0.019
-0.130 -0.337 0.095
-0.030 -0.018 0.019
0.323 0.401 0.910
-0.593 -1.137 -1.257

Net charge: +2
Energy (hartree): -4648.8966
HOMO (eV): -14.68
Lowest unoccupied orbital energy (eV): -7.34
Relative energy (zero: lowest compared OMol25 entry of this formula, charge and spin) (eV): 0.000

---

Record 2
A molecular structure, C22H29FeN8O4S, computed with wB97M-V/def2-TZVPD.

CARTESIAN COORDINATES (ANGSTROEM)
H 4.35028 -0.59234 1.25354
C -1.55663 1.61397 1.14978
N -0.27751 0.91054 1.22256
C 1.78859 0.59601 2.51434
H 2.87231 -0.10511 -4.05522
H 0.88586 -1.12353 3.08997
C -0.77666 -2.49681 -0.32677
H -1.40359 -4.54251 -0.24278
N 2.02657 0.18419 -0.61482
O 0.23660 2.32913 2.95168
O -3.68512 1.11053 0.15155
C 0.72710 -4.34076 -0.51062
C 2.51023 -1.01761 -0.66052
O 0.37537 -0.15646 -2.74906
N 2.87342 1.24286 -0.61143
H 6.26740 -2.72121 -2.77524
H 0.92480 -5.40541 -0.52770
C 1.03618 0.17524 -6.12631
C 4.50120 -1.94280 -1.84040
H 2.93460 1.47205 -4.87911
H -1.75353 -2.04415 -0.22128
H -2.18748 0.77927 -6.11621
C 1.48933 -2.07915 -0.60213
H -2.62929 0.10195 -2.74362
C 4.77996 -1.05061 0.37260
H -1.41823 2.66295 0.85147
H 6.76174 -1.13993 1.17276
Fe 0.11799 0.33065 -0.65497
N 0.22412 -1.62815 -0.45313
H -1.77316 -1.38743 -3.09169
C 2.35411 0.85080 -4.19591
H -2.05911 1.64189 2.11808
H 1.49462 0.91577 -6.78486
C 6.66949 -1.96413 -0.80717
H 2.27846 1.34993 -3.23546
H -2.50356 1.79770 -4.70026
N 1.02641 0.66889 -4.76049
C -0.56652 -3.86696 -0.35152
O -1.83917 0.29216 -0.79235
S 0.59141 2.59364 -1.28095
H 1.50002 -1.20131 1.61562
C 2.24080 2.38624 -0.85173
C 3.95524 -1.33656 -0.71315
N 3.04671 3.48836 -0.80924
N -1.22053 0.19604 -4.33267
H 2.55185 0.89135 1.79098
H 3.85974 -2.16224 -2.68634
C -1.73597 1.21896 -5.22097
H 2.11676 0.95601 3.48984
H 3.91942 3.37058 -0.31954
H -3.01870 -0.82862 -4.23024
C 6.12881 -1.36325 0.32316
C 5.85304 -2.25485 -1.88994
H 0.03008 -0.02598 -6.47927
C 0.06124 0.21288 -3.87792
H 7.72447 -2.20637 -0.84190
H 2.56959 4.36520 -0.69087
C -2.22569 -0.51065 -3.54987
H 2.79233 -3.77660 -0.74145
H -0.94051 1.89729 -5.51684
H 1.61765 -0.75324 -6.20170
N 1.70771 -0.86931 2.55040
C 0.49607 1.36183 2.20983
C 1.77078 -3.44076 -0.63497
C -2.46481 0.97295 0.11641

Cartesian forces (eV/Å) of the 6 atoms listed first:
-0.020 0.011 0.018
0.034 0.013 0.025
-0.184 0.067 -0.065
0.057 0.029 -0.044
0.012 -0.011 0.000
0.035 -0.001 0.047

Net charge: -1
Energy (hartree): -3256.8118
HOMO (spin up / spin down) (eV): -4.07 / -4.07
Lowest unoccupied orbital energy (spin up / spin down) (eV): 2.43 / 2.43
Relative energy (zero: lowest compared OMol25 entry of this formula, charge and spin) (eV): 0.245

---

Record 3
A molecular structure, C22H29HfN2O7PS2, computed with wB97M-V/def2-TZVPD.

CARTESIAN COORDINATES (ANGSTROEM)
C -0.58203 2.22243 0.93143
O -2.62777 -2.39517 -2.18759
H 2.31106 -3.89038 0.34923
C -2.47608 4.05546 1.97055
H 3.92276 -3.16437 0.57030
H 4.90972 3.42519 -1.26681
H -3.00994 -2.94991 -5.49005
C 3.39127 3.39604 0.26569
C 3.96369 3.00870 -0.94424
H 2.11733 -2.06259 -0.82404
C 2.60519 -2.82289 2.22146
H -1.26660 -2.82160 -3.68492
O 1.53815 0.06260 2.38134
O -0.30538 -5.17304 0.78560
H 0.78554 -4.52969 3.02490
H -0.35855 3.66574 -0.64158
C -0.03899 -4.01776 1.07878
H -3.21076 4.74816 2.36094
S -2.26657 -0.92284 0.29487
H -2.66366 3.34206 -2.97361
H 3.72717 1.74915 -2.66469
H 1.78033 3.14212 1.64638
O 2.10882 0.29846 4.53390
N 0.30415 1.32555 0.32309
H -2.46693 -4.06132 -3.31411
H 1.56951 0.81902 -1.93772
C 2.18874 2.86150 0.68434
C 2.85257 -3.03273 0.74689
C 0.33524 -3.66707 2.52121
H -1.17614 1.52476 -2.09085
H 3.22491 -1.98638 2.54827
C 3.30356 2.07060 -1.71977
H 2.91944 -3.71489 2.78040
C -0.86535 3.44229 0.28996
H -0.97737 1.13583 2.76671
O -2.56887 0.04145 -2.48843
C 2.08820 1.53635 -1.31154
C -2.26180 1.41044 -2.15347
C -2.32093 -2.99079 -3.45726
C 1.17642 -1.77715 3.81272
H 3.90123 4.10825 0.90406
H -4.26966 -2.61237 -4.29246
O -0.02554 -3.00591 0.28867
S 0.08570 -1.11716 -2.08513
H -3.06394 -1.37699 -4.67520
H -1.99629 5.25201 0.25579
H -3.94248 2.15652 -3.27248
H -0.59293 -3.41074 3.03471
C 1.67330 -0.34599 3.60066
H -2.66480 2.66326 3.58939
H 0.14324 -1.72201 4.16054
H -2.67589 1.62086 -1.16640
C -1.79322 4.33365 0.79557
H -2.43136 2.08064 -4.19337
C -2.17468 2.88403 2.64863
C 1.49656 1.92397 -0.10436
O 2.41890 -1.84088 0.07040
N 1.20669 -2.49286 2.54090
C -1.22147 2.00141 2.16335
C -2.86231 2.29671 -3.21487
H 1.78127 -2.26817 4.58407
C -3.22180 -2.44669 -4.54435
P -1.85808 -1.11762 -1.63511
Hf 0.40752 -0.86729 0.80872

Cartesian forces (eV/Å) of the 6 atoms listed first:
0.077 0.210 0.020
-0.005 -0.030 -0.036
0.028 -0.032 0.038
-0.051 -0.027 0.160
-0.019 -0.039 0.029
0.007 0.011 0.007

Net charge: -1
Energy (hartree): -2678.0107
HOMO (spin up / spin down) (eV): -2.76 / -4.28
2S+1: 2
Lowest unoccupied orbital energy (spin up / spin down) (eV): 2.59 / 2.58
Relative energy (zero: lowest compared OMol25 entry of this formula, charge and spin) (eV): 0.000

---

> Which of these has the highest relative energy (zero: lowest compared OMol25 entry of this formula, charge and spin)?

C22H29FeN8O4S